Molecular formula: CH5N2S
Method: DFT, ωB97M-V/def2-TZVPD

The value obtained for the HOMO energy is -2.991 eV. Its charge is -1. The relative energy (zero: lowest compared OMol25 entry of this formula, charge and spin) is 1.9 kcal per mole. Its strongest force on any atom is 0.834 eV/Å. The value obtained for the electronic energy is -14934.8011 eV.

XYZ file:
```
9
Properties=species:S:1:pos:R:3:mulliken_charge:R:1
S 1.87366 -1.79027 0.18075 -0.875
H 2.87027 -0.89774 0.31472 -0.033
N -0.91080 0.28191 0.23562 -0.251
C -1.17374 1.41820 -0.42625 0.112
N -2.19543 2.18212 -0.22506 -0.765
H -1.44261 0.10294 1.07146 0.217
H -0.08309 -0.29040 0.06449 0.099
H -0.46102 1.55658 -1.23163 0.285
H -2.20868 2.79601 -1.03707 0.211
```